(1)
{"formula": "C35H53AsF4N13ReSe", "method": "ωB97M-V/def2-TZVPD", "species": ["Re", "C", "C", "N", "C", "C", "C", "C", "N", "C", "C", "F", "C", "F", "C", "C", "F", "C", "F", "H", "H", "H", "H", "H", "H", "H", "H", "H", "H", "H", "H", "H", "H", "H", "N", "C", "N", "N", "N", "N", "C", "N", "N", "N", "N", "H", "C", "C", "C", "C", "N", "C", "Se", "N", "C", "C", "C", "C", "C", "C", "C", "C", "C", "C", "H", "H", "H", "H", "H", "H", "H", "H", "H", "H", "H", "H", "H", "H", "H", "H", "H", "H", "H", "H", "H", "H", "C", "C", "As", "C", "C", "C", "C", "H", "H", "H", "H", "H", "H", "H", "H", "H", "H", "H", "H", "H", "H", "H"], "coordinates": [[-1.20091, 0.32692, 0.84212], [-2.69686, 3.26053, 2.93876], [-2.94985, 3.01223, 1.46852], [-1.74001, 2.63041, 0.66570], [-0.74506, 3.75311, 0.76397], [0.29468, 3.66597, 1.84165], [-2.12680, 2.63356, -0.75336], [-3.12620, 1.57246, -1.02508], [-2.76454, 0.26977, -0.41555], [-3.81731, -0.67986, -0.66379], [-3.84145, -1.97950, -0.12688], [-2.82460, -2.45507, 0.58819], [-4.88358, -2.87248, -0.30414], [-4.77817, -4.06692, 0.27952], [-5.98281, -2.56554, -1.06180], [-5.98757, -1.32313, -1.64238], [-7.01299, -0.95653, -2.41481], [-4.96402, -0.40924, -1.46751], [-5.16918, 0.73637, -2.14462], [-3.65981, 3.33231, 3.44277], [-2.14980, 4.18549, 3.12236], [-2.16369, 2.42676, 3.39022], [-3.36396, 3.91551, 1.00552], [-3.67590, 2.21114, 1.38012], [-1.32957, 4.67148, 0.87055], [-0.23544, 3.81620, -0.19765], [-0.13998, 3.53176, 2.82877], [0.88024, 4.58728, 1.84715], [0.97647, 2.84729, 1.63948], [-1.23518, 2.47819, -1.35165], [-2.55705, 3.60292, -1.03306], [-3.20395, 1.46931, -2.10623], [-4.10752, 1.86531, -0.65733], [-6.79508, -3.26373, -1.20429], [-1.40675, -2.37261, 2.99055], [-2.39721, -1.41991, 3.09510], [-3.37565, -1.49669, 3.95453], [-4.11379, -0.37528, 3.70690], [-3.59644, 0.32476, 2.77931], [-2.45550, -0.31040, 2.34822], [-0.69416, -2.55260, 1.82694], [-0.12743, -3.68080, 1.49367], [0.47940, -3.40155, 0.30339], [0.26541, -2.19524, -0.04698], [-0.47838, -1.58575, 0.92590], [-1.56425, -3.20924, 3.53501], [6.17771, -0.61353, -2.45633], [5.06197, 0.42771, -2.42257], [4.33434, 0.50767, -1.08232], [3.53387, -0.73612, -0.71730], [2.45373, -1.00173, -1.67424], [1.30167, -0.33018, -1.74147], [0.80459, 1.09785, -0.61057], [0.53784, -0.85251, -2.70657], [-0.76329, -0.34225, -3.14970], [-0.65242, 0.97570, -3.90886], [0.18827, 0.90034, -5.18321], [-0.44001, 0.04842, -6.28277], [1.19778, -1.95246, -3.24787], [0.80972, -2.88248, -4.20738], [1.69619, -3.90411, -4.47488], [2.92476, -4.00657, -3.80069], [3.30301, -3.08737, -2.84608], [2.41373, -2.04856, -2.58919], [6.76329, -0.52845, -3.37103], [5.79453, -1.63354, -2.41919], [6.86007, -0.48207, -1.61368], [4.34027, 0.23066, -3.22204], [5.48654, 1.41044, -2.63452], [3.65531, 1.36394, -1.07899], [5.05881, 0.67903, -0.28068], [3.07160, -0.63204, 0.26366], [4.15889, -1.62660, -0.69502], [-1.39350, -0.24320, -2.26564], [-1.19657, -1.11698, -3.77889], [-0.23936, 1.73111, -3.23585], [-1.66956, 1.29325, -4.15934], [1.18653, 0.52151, -4.94175], [0.33317, 1.91604, -5.55533], [-0.47408, -1.00889, -6.01829], [0.12848, 0.12446, -7.20904], [-1.46075, 0.37457, -6.49361], [-0.14233, -2.82362, -4.71418], [1.43360, -4.65246, -5.20967], [3.58163, -4.83559, -4.02431], [4.23599, -3.19041, -2.31186], [3.16982, 1.75058, 2.44902], [2.03355, 1.69604, 3.46734], [0.60197, 0.41313, 3.08276], [1.76240, -1.15668, 3.22550], [2.37856, -1.45945, 4.58850], [-0.46274, 0.72392, 4.69446], [0.11593, 0.36915, 6.06133], [3.86756, 2.54818, 2.70865], [2.81307, 1.93709, 1.43622], [3.74117, 0.82202, 2.43335], [1.58360, 2.67086, 3.61397], [2.42115, 1.38781, 4.43951], [2.54809, -0.93095, 2.50320], [1.25565, -2.03035, 2.84836], [2.79015, -0.58044, 5.08308], [3.19733, -2.16740, 4.45316], [1.65680, -1.91908, 5.25967], [-1.42762, 0.24312, 4.55806], [-0.64166, 1.80062, 4.63758], [0.10516, -0.70421, 6.23569], [-0.49878, 0.83080, 6.83493], [1.13502, 0.72931, 6.19912]], "forces_ev_per_a": [[-0.31, 0.00, -0.75], [0.02, 0.03, 0.00], [-0.01, -0.06, 0.02], [0.27, 0.07, 0.31], [-0.07, 0.06, -0.11], [-0.01, -0.03, 0.07], [-0.05, 0.16, -0.06], [-0.11, -0.12, -0.19], [0.46, 0.00, 0.52], [-0.20, -0.02, 0.00], [0.11, 0.10, 0.01], [-0.14, 0.05, -0.19], [0.09, -0.12, 0.09], [-0.01, 0.12, -0.06], [-0.12, -0.12, 0.00], [-0.09, 0.09, -0.09], [0.08, -0.04, 0.07], [0.17, 0.09, 0.08], [-0.13, -0.19, -0.05], [0.00, 0.00, 0.00], [-0.03, 0.00, -0.01], [-0.03, -0.01, -0.02], [-0.03, 0.00, 0.00], [0.00, -0.02, 0.01], [0.00, 0.02, -0.07], [0.02, 0.01, 0.01], [0.02, 0.01, -0.01], [-0.01, 0.00, 0.01], [-0.03, 0.02, -0.06], [-0.03, 0.03, 0.00], [0.01, 0.00, 0.03], [0.05, -0.05, 0.02], [0.05, 0.02, 0.03], [0.02, 0.00, 0.00], [0.10, 0.13, -0.02], [0.28, -0.45, -0.07], [-0.34, 0.39, -0.05], [0.08, -0.16, 0.11], [0.15, -0.08, -0.02], [-0.10, 0.21, 0.09], [-0.19, -0.10, 0.53], [0.28, 0.08, -0.35], [-0.15, -0.03, 0.15], [0.04, -0.04, 0.10], [0.00, 0.14, -0.36], [0.00, 0.00, -0.03], [-0.01, 0.04, 0.01], [0.03, -0.05, 0.02], [0.01, 0.00, -0.01], [-0.12, -0.02, -0.10], [0.22, 0.01, 0.06], [-0.19, -0.17, 0.09], [0.00, -0.13, 0.25], [0.00, 0.11, -0.29], [0.08, -0.10, 0.08], [0.06, -0.03, -0.04], [-0.05, -0.02, -0.01], [0.01, 0.03, 0.01], [-0.23, 0.10, 0.04], [0.06, 0.00, -0.03], [0.04, 0.01, 0.03], [-0.06, 0.00, -0.03], [0.01, 0.02, -0.03], [0.09, 0.01, 0.19], [-0.01, 0.00, -0.01], [0.00, 0.00, 0.02], [0.00, 0.01, -0.01], [0.01, 0.00, -0.01], [-0.02, 0.01, 0.00], [0.03, 0.02, 0.01], [0.00, -0.01, 0.01], [-0.01, 0.00, 0.04], [0.00, 0.00, 0.00], [0.04, -0.01, -0.05], [-0.02, -0.02, 0.01], [0.00, 0.00, -0.04], [-0.01, 0.01, -0.01], [0.01, 0.01, 0.00], [0.00, 0.00, 0.01], [-0.02, 0.00, 0.01], [0.01, 0.00, 0.01], [0.01, 0.00, 0.00], [-0.01, -0.02, 0.01], [0.01, -0.01, 0.00], [0.00, 0.00, -0.01], [0.00, 0.00, -0.01], [0.01, 0.03, 0.07], [0.18, 0.02, 0.00], [-0.25, 0.25, -0.10], [0.02, -0.06, 0.04], [0.03, -0.02, -0.05], [0.04, -0.07, 0.14], [-0.02, 0.03, -0.03], [-0.01, -0.01, 0.01], [0.02, -0.01, -0.03], [0.00, -0.01, 0.01], [0.03, 0.03, 0.07], [-0.01, -0.01, -0.02], [0.00, 0.01, -0.06], [-0.08, -0.18, -0.04], [0.01, -0.02, -0.02], [-0.01, -0.01, 0.02], [0.00, 0.01, -0.01], [-0.03, 0.02, 0.05], [0.01, 0.01, 0.01], [0.01, 0.00, -0.01], [0.00, -0.02, 0.00], [-0.01, 0.01, 0.00]], "s2": 0.790, "homo_lumo_gap_ev": [6.4, 7.0], "charge": 1, "spin_multiplicity": 2, "max_force_ha_per_bohr": 0.0158}

=====

(2)
{"formula": "C35H53BBr18IN4O4S", "method": "ωB97M-V/def2-TZVPD", "species": ["C", "C", "B", "O", "C", "C", "C", "C", "O", "O", "C", "C", "C", "C", "N", "C", "C", "I", "C", "C", "C", "S", "C", "N", "N", "C", "O", "N", "H", "H", "H", "H", "H", "H", "H", "H", "H", "H", "H", "H", "H", "H", "H", "H", "H", "Br", "C", "C", "Br", "H", "H", "H", "H", "Br", "C", "C", "Br", "H", "H", "H", "H", "Br", "C", "C", "Br", "H", "H", "H", "H", "Br", "C", "C", "Br", "H", "H", "H", "H", "Br", "C", "C", "Br", "H", "H", "H", "H", "Br", "C", "C", "Br", "H", "H", "H", "H", "Br", "C", "C", "Br", "H", "H", "H", "H", "Br", "C", "C", "Br", "H", "H", "H", "H", "Br", "C", "C", "Br", "H", "H", "H", "H"], "coordinates": [[2.91534, 1.68664, 1.49630], [2.51160, 0.25241, 0.95349], [0.94960, 0.06707, 0.66649], [0.23635, -0.73347, 1.57508], [0.28481, 0.75423, -0.64331], [0.68469, 2.06592, -1.17340], [0.06419, 2.64581, -2.40606], [0.58495, 4.01655, -2.90172], [0.32431, 4.53475, -3.94320], [1.49942, 4.70208, -2.05191], [0.72068, 5.48858, -1.16376], [-0.06283, 6.61280, -1.72178], [-0.89416, 7.38109, -0.77681], [-0.84148, 6.97682, 0.63089], [-0.12993, 5.94768, 1.17338], [0.61053, 5.24937, 0.26946], [-0.99508, 1.86274, -3.04085], [-2.01326, 2.57673, -4.78035], [-1.35839, 0.55449, -2.45241], [-2.50303, -0.30592, -3.10657], [-3.88660, 0.37152, -2.64690], [-3.65010, 1.29305, -1.05429], [-5.11142, 2.30332, -0.72744], [-5.22590, 3.42286, -1.47184], [-6.38813, 3.97151, -1.02273], [-6.92134, 3.20549, -0.04624], [-6.10803, 2.08767, 0.17602], [-0.73063, 0.04460, -1.33852], [3.14109, 2.43676, 0.69552], [3.88357, 1.55212, 2.06457], [2.18180, 2.06834, 2.26057], [3.06848, 0.04596, -0.00032], [2.80335, -0.49406, 1.73940], [-0.72398, -0.57309, 1.50622], [1.46872, 2.65642, -0.65235], [-0.00196, 6.80920, -2.81501], [-1.50826, 8.21479, -1.17875], [-1.48701, 7.56338, 1.33885], [1.20275, 4.38246, 0.67233], [-2.40311, -0.35098, -4.21820], [-2.47999, -1.34668, -2.69167], [-4.64365, -0.42845, -2.45443], [-4.21665, 1.12242, -3.40984], [-7.88877, 3.44028, 0.46581], [-1.07217, -0.87553, -1.04074], [1.00709, -2.94302, -1.55572], [2.01300, -3.37697, 0.06036], [3.04331, -4.44119, -0.20978], [2.22665, -6.20277, -0.33457], [1.28757, -3.66167, 0.81929], [2.49327, -2.44477, 0.35590], [3.74715, -4.51290, 0.61966], [3.59485, -4.28164, -1.13498], [2.44449, -8.45072, 4.75679], [2.28399, -9.03751, 2.90724], [3.62017, -9.44844, 2.34404], [4.70767, -7.89641, 1.89500], [1.81646, -8.22412, 2.35595], [1.60324, -9.88825, 2.93717], [3.49142, -9.98627, 1.40480], [4.20603, -10.05799, 3.02864], [5.64679, -7.42423, 7.85720], [3.98240, -8.21655, 8.48876], [4.22375, -9.55623, 9.13494], [4.52893, -10.94278, 7.80054], [3.31035, -8.26582, 7.63548], [3.58772, -7.50585, 9.21457], [3.34061, -9.88162, 9.68466], [5.08371, -9.56272, 9.80129], [-3.94457, 4.12538, -7.27009], [-5.63794, 3.25663, -7.69917], [-6.29070, 2.67164, -6.47421], [-5.43105, 1.00544, -5.94318], [-5.42683, 2.51552, -8.46701], [-6.25809, 4.04625, -8.12273], [-7.32538, 2.40180, -6.68354], [-6.26036, 3.33472, -5.61193], [1.65642, 7.76551, -8.19324], [-0.01787, 6.99270, -7.56883], [0.20538, 5.64968, -6.92238], [0.50069, 4.26128, -8.25749], [-0.68729, 6.95058, -8.42555], [-0.40742, 7.70682, -6.84323], [-0.68356, 5.33385, -6.37600], [1.06150, 5.63227, -6.25256], [1.44305, -5.22421, 8.71853], [-0.21992, -6.01572, 9.35389], [0.02218, -7.35558, 9.99934], [0.32542, -8.74009, 8.66273], [-0.89354, -6.06624, 8.50124], [-0.61321, -5.30567, 10.08116], [-0.85965, -7.68130, 10.55055], [0.88298, -7.36290, 10.66465], [4.05391, 5.02392, 0.11145], [5.59799, 5.32873, 1.26172], [5.74233, 4.23633, 2.28876], [4.45571, 4.44903, 3.73550], [5.47548, 6.31696, 1.69943], [6.45563, 5.33778, 0.58941], [6.71984, 4.28704, 2.76761], [5.59548, 3.24018, 1.87804], [-9.49441, 5.69770, 0.94393], [-8.45905, 7.32961, 1.18211], [-6.99746, 7.09538, 0.89519], [-6.12388, 6.16745, 2.36910], [-8.64939, 7.68112, 2.19381], [-8.87978, 8.03996, 0.47084], [-6.46841, 8.04368, 0.80306], [-6.82562, 6.49953, 0.00008], [3.27772, -4.62071, -5.07473], [3.49204, -6.55713, -5.13253], [3.69935, -7.12495, -3.75272], [5.51535, -6.81036, -3.12181], [4.31615, -6.76558, -5.81129], [2.56564, -6.93292, -5.56642], [3.58640, -8.20895, -3.76218], [3.02776, -6.70147, -3.00955]], "forces_ev_per_a": [[0.62, -0.39, 0.59], [-0.21, 0.03, -0.17], [0.56, -0.55, 0.99], [-0.11, 1.60, -1.61], [-0.69, 1.45, -1.46], [-1.68, -1.42, -1.06], [-0.33, -2.37, 1.76], [0.66, 0.59, -0.08], [-0.24, -0.95, 0.34], [-1.54, -1.00, 0.80], [-2.42, 2.78, 1.21], [0.05, -0.80, 2.59], [2.13, -2.43, -0.18], [-0.63, 0.75, -1.04], [0.01, 0.78, -2.88], [0.67, -0.73, -1.23], [1.46, -0.04, 1.45], [0.42, -0.49, 0.91], [0.47, 0.40, -1.09], [0.03, 0.79, 1.70], [-0.57, -0.08, -0.57], [-0.47, -0.08, 0.98], [1.08, 0.98, -2.38], [-0.80, -2.70, 2.65], [-2.04, -0.71, 2.09], [1.70, 1.16, -2.32], [-0.15, 1.49, -1.12], [0.43, 2.82, -1.22], [-0.50, -0.66, 0.75], [-1.00, 0.25, -0.60], [0.64, -0.18, -0.93], [-0.23, 0.11, 0.88], [-0.21, 0.54, -0.80], [0.39, -0.40, 0.16], [-0.70, -0.73, -0.48], [-0.17, -0.01, 1.05], [0.50, -0.71, 0.72], [0.81, -0.73, -0.65], [-0.64, 1.02, -0.25], [-0.14, 0.22, 0.98], [0.18, 0.87, -0.37], [0.57, 0.77, -0.52], [0.14, -0.92, 0.69], [1.36, -0.68, -0.25], [0.59, 0.32, 0.13], [-0.11, 0.03, 0.02], [0.13, 0.17, 0.10], [0.05, -0.29, 0.08], [-0.13, 0.14, -0.14], [0.07, -0.04, -0.09], [0.03, -0.09, -0.04], [-0.08, 0.07, -0.01], [-0.07, 0.03, 0.06], [-0.05, 0.10, -0.06], [-0.10, -0.17, 0.25], [0.03, 0.10, -0.28], [0.15, -0.09, 0.15], [0.14, -0.05, -0.01], [0.09, 0.01, -0.03], [-0.05, 0.03, 0.07], [-0.11, 0.09, 0.01], [-0.08, -0.02, -0.07], [0.18, 0.19, 0.15], [-0.19, -0.21, -0.08], [0.05, 0.04, 0.06], [0.05, -0.07, 0.11], [-0.01, -0.08, -0.03], [0.01, 0.09, -0.07], [-0.05, 0.08, -0.10], [0.04, -0.07, -0.06], [0.00, 0.19, -0.01], [-0.13, -0.13, -0.01], [-0.05, 0.01, -0.03], [-0.01, 0.03, 0.12], [0.02, -0.05, 0.08], [0.08, 0.03, -0.05], [0.05, -0.02, -0.11], [-0.09, -0.05, -0.04], [0.17, 0.23, 0.09], [-0.20, -0.17, -0.13], [0.03, 0.00, 0.10], [0.06, -0.08, 0.08], [0.01, -0.09, 0.00], [0.05, 0.07, 0.00], [-0.08, 0.07, -0.08], [-0.06, -0.05, -0.08], [0.14, 0.24, 0.14], [-0.20, -0.23, -0.08], [0.09, 0.01, 0.04], [0.07, -0.09, 0.08], [0.02, -0.09, 0.00], [0.03, 0.08, -0.04], [-0.06, 0.10, -0.08], [0.12, 0.19, -0.04], [0.11, -0.10, -0.24], [0.03, 0.11, 0.33], [-0.03, -0.10, -0.10], [-0.03, -0.13, 0.03], [-0.05, -0.04, 0.06], [-0.04, 0.04, -0.08], [0.02, 0.11, -0.06], [-0.10, 0.03, 0.10], [-0.06, -0.01, -0.21], [0.17, 0.12, 0.12], [-0.01, -0.09, -0.11], [0.09, -0.07, -0.07], [0.07, -0.06, 0.01], [-0.10, -0.02, 0.03], [-0.09, 0.01, 0.08], [0.06, -0.02, -0.01], [-0.24, 0.07, -0.04], [0.23, -0.19, 0.00], [-0.12, 0.08, 0.08], [-0.03, 0.02, 0.12], [0.05, 0.00, 0.07], [-0.01, 0.07, -0.07], [0.03, 0.00, -0.13]], "homo_lumo_gap_ev": 6.2, "charge": 1, "max_force_ha_per_bohr": 0.0754}